ORCA calculation (the ωB97M-V functional and the def2-TZVPD basis) on a structure of composition C23H56O15V in a non-equilibrium geometry.

```
95
Properties=species:S:1:pos:R:3:forces:R:3
V -22.001 3.661 -31.509 -1.3 -0.4 -2.8
O -15.583 2.982 -27.864 0.8 0.7 0.7
O -21.291 -0.717 -25.718 -0.2 -0.2 0.5
O -20.243 9.422 -30.874 0.3 0.7 -0.4
O -20.620 4.121 -30.794 -0.2 0.0 0.0
O -18.218 3.412 -33.945 1.2 -0.4 -0.8
O -24.216 3.973 -32.236 -2.1 -5.2 6.6
O -22.909 5.572 -32.402 6.7 4.2 5.3
O -22.170 3.229 -35.052 -0.5 -0.6 -9.3
O -24.284 5.161 -33.884 -4.2 3.8 -4.2
O -22.852 5.002 -29.355 -1.1 1.0 -0.8
O -21.814 -0.072 -32.201 -2.7 -1.6 1.3
O -20.863 3.858 -33.630 6.5 2.1 3.6
O -22.536 2.439 -30.603 0.5 0.5 0.2
O -24.553 0.870 -32.582 -1.2 -0.3 0.5
O -22.133 2.206 -33.374 -0.3 -7.1 7.6
C -20.454 9.106 -28.557 -0.5 -0.1 0.1
C -22.085 0.017 -27.890 0.3 0.4 0.5
C -22.941 4.759 -28.011 2.4 -0.6 0.9
C -19.625 7.219 -30.060 0.0 -0.6 -0.1
C -25.663 -1.133 -32.087 -0.7 -0.7 0.9
C -20.298 -1.184 -33.637 0.8 -0.7 1.0
C -16.877 2.622 -28.327 0.8 -1.1 -0.9
C -25.477 0.285 -31.665 1.5 2.0 -0.2
C -23.987 5.086 -32.698 1.0 -3.3 -6.0
C -21.487 4.749 -27.532 -0.3 -0.2 0.6
C -23.810 5.753 -27.297 0.0 0.0 0.5
C -20.613 -0.664 -32.191 1.5 0.9 -1.4
C -19.581 0.380 -31.805 2.0 -0.1 0.1
C -17.502 3.744 -32.805 -0.2 -0.7 0.1
C -16.233 2.946 -32.913 1.0 0.0 -0.2
C -20.952 -0.607 -27.084 0.8 0.5 -1.4
C -25.007 0.498 -30.185 -0.3 -1.0 -0.7
C -16.655 1.462 -29.305 -0.9 -0.1 0.6
C -17.389 5.230 -32.654 0.0 1.1 0.4
C -21.449 2.876 -34.152 -5.1 5.7 -0.4
C -17.468 3.773 -29.037 -0.7 1.3 -0.1
C -19.623 0.160 -27.251 -0.2 -0.2 -0.2
C -19.671 8.734 -29.794 0.1 -1.8 0.3
H -20.540 6.636 -29.951 -0.4 0.4 0.3
H -19.142 3.619 -33.790 -2.2 0.5 0.1
H -19.351 0.196 -28.306 -0.2 0.2 -0.1
H -16.302 0.613 -28.720 0.4 -0.3 -0.2
H -23.766 5.584 -26.221 -0.4 -0.4 0.2
H -22.976 -0.603 -27.797 -0.1 0.0 -0.2
H -17.466 2.323 -27.460 -0.3 -0.2 -0.1
H -25.636 -0.150 -29.575 -0.3 0.0 0.4
H -20.607 -1.436 -31.422 0.0 -0.6 -0.1
H -18.037 3.388 -31.924 -0.2 -0.1 0.3
H -19.736 0.935 -30.879 -0.6 -0.1 0.0
H -21.841 0.188 -28.938 0.0 -0.1 -0.1
H -23.987 0.145 -30.031 0.1 0.2 -0.3
H -26.296 -1.576 -31.318 -0.2 -0.7 0.1
H -17.848 4.523 -28.343 -0.2 0.0 0.1
H -23.784 5.054 -29.579 -0.1 0.0 -1.6
H -26.396 0.865 -31.756 -0.2 -0.1 -0.2
H -22.127 -0.254 -25.632 -0.1 0.0 0.2
H -24.702 -1.647 -32.105 0.0 -0.1 -0.1
H -20.580 10.189 -28.555 0.4 0.2 0.5
H -15.113 2.183 -27.614 -0.1 -0.1 0.0
H -19.344 6.928 -31.072 0.1 0.6 -0.2
H -20.957 5.659 -27.811 -0.1 0.0 -0.2
H -18.615 -0.112 -31.696 0.4 -0.4 0.3
H -23.300 3.738 -27.882 -0.5 -0.3 0.4
H -21.473 8.729 -28.643 -0.1 -0.3 -0.1
H -16.987 5.749 -33.524 0.1 -0.2 -0.2
H -17.591 1.136 -29.759 0.0 0.1 -0.1
H -18.878 6.724 -29.440 0.1 0.1 0.3
H -19.254 -1.498 -33.667 0.3 -0.2 -0.1
H -24.818 5.622 -27.691 -0.2 0.4 0.3
H -19.321 1.106 -32.575 -0.8 0.2 -0.3
H -20.398 -0.431 -34.418 -0.4 0.2 0.3
H -21.479 4.668 -26.445 0.2 -0.1 0.3
H -22.294 1.004 -27.476 -0.2 0.2 0.0
H -20.830 -1.591 -27.536 0.3 -0.5 0.4
H -15.963 1.763 -30.092 0.0 -0.1 0.1
H -20.981 3.884 -27.962 0.1 0.1 -0.2
H -16.820 5.554 -31.783 0.4 -0.2 0.2
H -18.625 8.994 -29.635 0.1 0.8 -0.5
H -21.170 9.174 -30.845 -0.2 -0.2 -0.5
H -25.079 1.532 -29.847 0.1 0.0 -0.4
H -16.735 4.311 -29.638 0.2 -0.3 -0.2
H -19.686 1.173 -26.853 -0.2 0.1 -0.1
H -18.379 5.642 -32.462 -0.2 -0.2 -0.3
H -15.524 3.140 -32.109 0.0 0.0 0.3
H -23.464 6.784 -27.378 0.0 0.1 -0.6
H -26.178 -1.245 -33.041 0.2 0.2 -0.1
H -21.768 0.743 -32.706 -0.4 2.3 -1.0
H -20.050 8.677 -27.640 0.2 0.3 0.1
H -15.711 3.165 -33.845 0.0 0.4 -0.2
H -23.754 0.356 -32.444 0.7 0.3 -0.2
H -18.295 3.464 -29.676 -0.1 0.1 0.0
H -16.431 1.877 -32.997 -0.3 0.0 0.4
H -18.759 -0.308 -26.778 -0.2 -0.3 0.4
H -20.890 -2.068 -33.875 -0.3 0.1 -0.1
```
Forces are in eV/Å.

Highest occupied orbital energy ... 0.109 Ha
Orbital gap ... 2.60 eV
Energy above the lowest of the compared OMol25 structures with the same formula, charge and spin ... 4.7568 eV
Total charge ... -3
E ... -81151.988 eV

Results of the Löwdin charge analysis, in e, for atoms 1 through 4: number 1, V, carries 1.01; number 2, O, carries -0.07; number 3, O, carries -0.06; number 4, O, carries -0.04